1.
A structure of composition ClH2NO3S at a distorted geometry. Source: the Open Molecules 2025 dataset; level of theory: ωB97M-V with the def2-TZVPD basis set.

Geometry as XYZ:
```
8
Properties=species:S:1:pos:R:3:forces:R:3:lowdin_charge:R:1
N 0.441991 0.971542 0.815206 -0.332 -2.029 -0.776 -0.0037
O 1.239511 -1.555433 -0.781714 -0.151 -0.220 0.182 -0.3771
O 0.384632 0.254079 -2.236137 -0.230 0.025 -0.118 -0.3830
O -0.574416 0.547093 1.614005 0.106 0.565 -0.201 -0.1153
S 0.301669 -0.510575 -1.032317 0.360 1.348 1.058 0.4093
Cl -1.634949 -1.325897 -0.876387 0.399 0.239 0.087 0.2758
H 0.075203 1.802305 0.338145 -0.387 -0.180 0.022 0.0763
H -0.233640 -0.183114 2.159198 0.235 0.252 -0.255 0.1176
```
Positions in Å, forces in eV/Å.

Properties
Total charge: 0
Gap between HOMO and LUMO (alpha / beta), Eh: 0.3076 / 0.2968
Multiplicity: 1
Energy, eV: -31018.776
Energy above the lowest of the compared OMol25 structures with the same formula, charge and spin, kcal/mol: 17.3
HOMO (alpha / beta), eV: -9.9 / -10.2

2.
An isolated molecule of ClH2NP2 at a distorted geometry. Source: the Open Molecules 2025 dataset; level of theory: ωB97M-V with the def2-TZVPD basis set.

Geometry as XYZ:
```
6
Properties=species:S:1:pos:R:3:forces:R:3:lowdin_charge:R:1
N 1.415671 -0.506956 0.767791 1.062 0.424 0.908 -0.4353
P 0.407931 -0.810525 -0.350858 -0.743 -0.093 -0.331 0.5046
P -0.962132 0.905777 0.133898 1.340 -0.033 0.955 0.1313
Cl -2.701619 0.002103 -0.309830 -1.032 -0.296 -0.710 0.0114
H 2.297271 -1.005766 0.835687 -0.126 -0.254 -0.187 -0.0410
H -0.457123 1.415366 -1.076686 -0.501 0.252 -0.635 -0.1709
```
Positions in Å, forces in eV/Å.

Properties
Total charge: 0
Gap between HOMO and LUMO, Eh: 0.3049
Multiplicity: 1
Energy, eV: -32621.805
SMILES: N=P#[PH]Cl
Energy above the lowest of the compared OMol25 structures with the same formula, charge and spin, kcal/mol: 11.9
HOMO, eV: -8.8

3.
An isolated molecule of ClH2NS2 at a distorted geometry. Source: the Open Molecules 2025 dataset; level of theory: ωB97M-V with the def2-TZVPD basis set.

Geometry as XYZ:
```
6
Properties=species:S:1:pos:R:3:forces:R:3:lowdin_charge:R:1
N 0.119444 -0.492135 0.637873 -0.795 0.741 0.596 -0.9787
S 1.487199 -1.107501 0.061733 1.278 0.716 -2.716 0.6202
S -1.123220 0.177334 -0.060389 1.504 -0.819 -1.726 0.5736
Cl -3.217608 -0.531360 -0.127385 -0.088 -0.295 -0.230 -0.0413
H 1.820943 -0.273317 -1.173929 -0.805 -1.452 2.011 -0.0579
H -1.479696 0.707785 1.022782 -1.094 1.109 2.065 -0.1159
```
Positions in Å, forces in eV/Å.

Properties
Total charge: 0
Gap between HOMO and LUMO (alpha / beta), Eh: 0.2850 / 0.2851
Multiplicity: 1
Energy, eV: -35712.586
Energy above the lowest of the compared OMol25 structures with the same formula, charge and spin, kcal/mol: 15.6
HOMO (alpha / beta), eV: -8.9 / -8.9

4.
A structure of composition ClH2Na5O5 at a distorted geometry. Source: the Open Molecules 2025 dataset; level of theory: ωB97M-V with the def2-TZVPD basis set.

Geometry as XYZ:
```
13
Properties=species:S:1:pos:R:3:forces:R:3:lowdin_spin:R:1
Na 17.661845 1.465062 -8.476564 -0.100 0.250 0.781 -0.0001
Na 16.625913 2.324186 -15.100635 -0.285 0.236 -0.515 0.0000
Na 20.438256 -1.306747 -13.430309 0.746 -0.279 -0.138 0.0000
Na 18.425433 4.520769 -12.667943 0.367 0.857 0.295 0.0000
Na 14.770957 -1.468616 -14.771435 -0.667 -0.496 -0.324 -0.0001
Cl 17.334324 0.533531 -12.110733 -1.112 -0.364 -1.198 -0.0004
O 16.408653 -0.181037 -12.977754 0.114 -0.273 -0.142 -0.0010
O 18.612107 -0.109996 -12.173925 0.220 -0.324 0.602 0.0034
O 17.475958 1.868422 -12.640441 -0.089 0.649 0.212 0.0006
O 16.743642 0.499023 -10.792526 1.102 0.263 0.002 0.0001
O 16.658602 -2.674032 -10.732602 -0.722 -2.217 -0.378 0.9624
H 17.121639 -2.378702 -9.948638 1.012 0.000 2.236 0.0168
H 16.563579 -1.885332 -11.266596 -0.584 1.697 -1.433 0.0183
```
Positions in Å, forces in eV/Å.

Properties
Total charge: +5
Gap between HOMO and LUMO (alpha / beta), Eh: 0.4398 / 0.2001
Multiplicity: 2
Energy, eV: -44808.659
Energy above the lowest of the compared OMol25 structures with the same formula, charge and spin, kcal/mol: 8.1
HOMO (alpha / beta), eV: -28.4 / -28.4
Expectation value of S²: 0.75

Repeat the fourth record exactly.
A structure of composition ClH2Na5O5 at a distorted geometry. Source: the Open Molecules 2025 dataset; level of theory: ωB97M-V with the def2-TZVPD basis set.

Geometry as XYZ:
```
13
Properties=species:S:1:pos:R:3:forces:R:3:lowdin_spin:R:1
Na 17.661845 1.465062 -8.476564 -0.100 0.250 0.781 -0.0001
Na 16.625913 2.324186 -15.100635 -0.285 0.236 -0.515 0.0000
Na 20.438256 -1.306747 -13.430309 0.746 -0.279 -0.138 0.0000
Na 18.425433 4.520769 -12.667943 0.367 0.857 0.295 0.0000
Na 14.770957 -1.468616 -14.771435 -0.667 -0.496 -0.324 -0.0001
Cl 17.334324 0.533531 -12.110733 -1.112 -0.364 -1.198 -0.0004
O 16.408653 -0.181037 -12.977754 0.114 -0.273 -0.142 -0.0010
O 18.612107 -0.109996 -12.173925 0.220 -0.324 0.602 0.0034
O 17.475958 1.868422 -12.640441 -0.089 0.649 0.212 0.0006
O 16.743642 0.499023 -10.792526 1.102 0.263 0.002 0.0001
O 16.658602 -2.674032 -10.732602 -0.722 -2.217 -0.378 0.9624
H 17.121639 -2.378702 -9.948638 1.012 0.000 2.236 0.0168
H 16.563579 -1.885332 -11.266596 -0.584 1.697 -1.433 0.0183
```
Positions in Å, forces in eV/Å.

Properties
Total charge: +5
Gap between HOMO and LUMO (alpha / beta), Eh: 0.4398 / 0.2001
Multiplicity: 2
Energy, eV: -44808.659
Energy above the lowest of the compared OMol25 structures with the same formula, charge and spin, kcal/mol: 8.1
HOMO (alpha / beta), eV: -28.4 / -28.4
Expectation value of S²: 0.75